Below is one molecule with the formula C22H24F3N3O5S, with properties calculated with ωB97M-V/def2-TZVPD.

Output
**Orbital gap**: 9.24 eV
**E_HOMO**: -8.9 eV
**Total energy**: -56900.2214 eV

Geometry as ORCA input:
```
! RIJCOSX wB97M-V def2-TZVPD def2/J DEFGRID3
* xyz 0 1
C 6.21 4.33 2.37
C 5.58 3.00 2.79
H 6.35 2.27 3.05
H 4.91 3.16 3.64
O 4.85 2.40 1.72
C 3.60 2.88 1.53
O 3.06 3.70 2.24
N 3.02 2.35 0.43
C 1.64 2.66 0.11
H 1.59 3.05 -0.91
H 1.30 3.42 0.81
C 0.78 1.40 0.22
N 1.33 0.36 -0.63
C 0.90 -0.03 -1.84
O 1.58 -0.73 -2.57
C -0.50 0.40 -2.30
N -1.58 -0.32 -1.66
C -1.89 -1.63 -2.02
C -1.02 -2.40 -2.81
C -1.32 -3.71 -3.12
C -2.48 -4.31 -2.66
C -3.34 -3.55 -1.88
C -3.06 -2.22 -1.57
H -3.79 -1.67 -1.00
C -4.62 -4.13 -1.36
F -4.85 -3.78 -0.07
F -5.70 -3.71 -2.04
F -4.65 -5.47 -1.39
H -2.71 -5.33 -2.89
H -0.64 -4.27 -3.74
H -0.09 -1.98 -3.17
S -2.76 0.60 -0.85
O -4.01 0.58 -1.55
O -2.16 1.89 -0.63
C -2.93 -0.23 0.73
C -4.16 -0.19 1.36
C -4.31 -0.82 2.58
C -3.23 -1.47 3.16
C -2.00 -1.49 2.52
C -1.85 -0.87 1.29
H -0.90 -0.89 0.77
H -1.17 -2.01 2.97
H -3.35 -1.96 4.11
H -5.26 -0.80 3.08
H -4.98 0.31 0.87
H -0.67 1.46 -2.11
H -0.54 0.23 -3.39
C 2.70 0.03 -0.25
H 2.70 -0.33 0.78
C 3.58 1.28 -0.37
H 3.61 1.60 -1.42
H 4.59 1.07 -0.03
H 3.06 -0.75 -0.92
H 0.81 1.04 1.26
H -0.25 1.63 -0.04
H 5.42 5.04 2.13
H 6.81 4.72 3.18
H 6.84 4.18 1.50
*
```

Atomic partial charges in e from the Mulliken method, atoms 1 to 4: C -1.1185; C -0.2786; H 0.3156; H 0.3320



Below is C44H35BiClIN10O6S2 as an isolated structure, with properties calculated with ωB97M-V/def2-TZVPD.

Output
**Orbital gap**: 2.76 eV
**E_HOMO**: 0.2 eV
**Total energy**: -121512.4158 eV
**ΔE to the lowest compared entry with this formula, charge and spin**: 567.0 kJ/mol

Geometry as ORCA input:
```
! RIJCOSX wB97M-V def2-TZVPD def2/J DEFGRID3
* xyz -2 1
Bi 1.41 0.95 -0.27
C -3.27 1.82 -2.92
C -1.97 2.40 -3.42
N -1.95 2.74 -4.74
C -0.84 3.37 -5.12
C 0.26 3.64 -4.34
C 1.39 4.38 -4.95
O 1.53 5.74 -4.48
C 0.33 3.18 -2.95
C 1.52 3.43 -2.27
N 2.17 2.85 -1.12
C 3.43 3.29 -0.82
C 4.31 3.85 -1.77
C 5.54 4.38 -1.44
C 6.00 4.38 -0.13
C 5.19 3.80 0.85
C 3.95 3.31 0.50
I 2.76 2.50 2.06
C -0.93 2.60 -2.54
O -1.32 2.29 -1.23
H -4.03 1.94 -3.69
H -3.59 2.31 -2.00
H -3.17 0.75 -2.69
H -0.82 3.67 -6.17
H 1.24 4.44 -6.03
H 2.34 3.86 -4.76
H 1.07 5.77 -3.63
H 2.13 4.21 -2.71
H 4.02 3.81 -2.81
H 6.16 4.79 -2.22
H 6.95 4.81 0.14
H 5.52 3.75 1.88
O 7.00 -2.90 -1.30
C 6.05 -3.78 -1.09
O 6.28 -4.97 -0.99
C 4.66 -3.25 -1.01
C 3.52 -4.03 -1.04
Cl 3.38 -5.73 -1.13
N 2.44 -3.21 -0.95
N 2.83 -1.94 -0.78
C 4.13 -1.93 -0.85
C 4.84 -0.58 -0.81
O 6.02 -0.57 -1.28
O 4.20 0.37 -0.37
C 1.05 -3.50 -0.87
C 0.28 -2.77 0.03
C -1.06 -3.08 0.20
C -1.65 -4.08 -0.56
C -0.89 -4.75 -1.51
C 0.45 -4.46 -1.67
H 6.60 -1.93 -1.32
H 0.75 -1.96 0.58
H -1.65 -2.52 0.92
H -2.70 -4.32 -0.42
H -1.35 -5.50 -2.14
H 1.03 -4.96 -2.44
S 1.30 -0.06 -2.80
C -0.09 -0.87 -2.26
N -0.67 -0.62 -1.11
C -1.81 -1.36 -0.92
C -2.67 -1.26 0.18
C -3.77 -2.10 0.25
C -4.04 -3.02 -0.77
C -3.21 -3.11 -1.87
C -2.11 -2.28 -1.94
S -0.91 -2.13 -3.19
H -2.45 -0.54 0.96
H -4.44 -2.03 1.10
H -4.91 -3.67 -0.69
H -3.41 -3.82 -2.67
C -0.42 2.34 -0.15
H -0.05 3.36 -0.01
H -1.03 2.05 0.71
C -0.73 1.91 3.58
C -0.22 0.51 3.71
N 0.75 -0.01 3.00
C 0.96 -1.28 3.51
C 0.10 -1.52 4.54
N -0.65 -0.37 4.67
C -1.71 -0.18 5.62
N -2.86 -1.02 5.38
N -2.98 -2.18 6.06
N -4.03 -2.79 5.69
C -4.65 -2.04 4.71
C -5.83 -2.26 4.00
C -6.20 -1.30 3.09
C -5.42 -0.14 2.87
C -4.26 0.09 3.57
C -3.89 -0.89 4.50
H -0.26 2.37 2.71
H -0.48 2.51 4.46
H -1.81 1.94 3.44
H 1.72 -1.93 3.10
H -0.06 -2.38 5.17
H -2.01 0.87 5.59
H -1.36 -0.42 6.62
H -6.41 -3.15 4.16
H -7.11 -1.43 2.52
H -5.74 0.58 2.13
H -3.67 0.98 3.38
*
```

Atomic partial charges in e from the Mulliken method, atoms 1 to 4: Bi 1.3719; C -0.8319; C 0.7755; N -0.8401



Below is C46H42BrN8O2P3W as an isolated structure, with properties calculated with ωB97M-V/def2-TZVPD.

Output
**Orbital gap (alpha / beta)**: 7.29 / 6.24 eV
**E_HOMO (alpha / beta)**: -12.6 / -12.9 eV
**Total energy**: -164121.6625 eV
**ΔE to the lowest compared entry with this formula, charge and spin**: 43.5 kJ/mol

Geometry as ORCA input:
```
! RIJCOSX wB97M-V def2-TZVPD def2/J DEFGRID3
* xyz 2 3
W 0.08 0.12 -0.02
C -2.94 0.73 -1.66
P -1.21 1.17 -1.95
C -0.94 0.70 -3.67
C -0.97 1.62 -4.71
C -0.86 1.19 -6.03
C -0.71 -0.15 -6.32
C -0.69 -1.09 -5.29
C -0.81 -0.66 -3.97
C -1.12 2.97 -1.86
C -0.01 3.61 -2.42
C 0.10 4.98 -2.35
C -0.89 5.72 -1.71
C -1.99 5.09 -1.15
C -2.10 3.71 -1.22
C -3.10 0.49 -0.20
C -4.23 0.44 0.56
C -3.83 0.11 1.88
C -2.47 -0.03 1.88
C -1.55 -0.32 3.01
P 0.07 0.35 2.53
C 1.30 -0.46 3.58
C 2.58 0.10 3.71
C 3.54 -0.52 4.49
C 3.24 -1.70 5.15
C 1.97 -2.25 5.05
C 1.01 -1.63 4.27
C -0.01 2.09 3.06
C 0.66 2.55 4.19
C 0.52 3.87 4.59
C -0.28 4.74 3.87
C -0.96 4.28 2.75
C -0.83 2.97 2.34
N -1.98 0.21 0.59
H -3.15 -0.16 -2.26
H -3.60 1.51 -2.03
H -1.09 2.68 -4.50
H -0.86 1.92 -6.83
H -0.61 -0.48 -7.34
H -0.59 -2.14 -5.51
H -0.79 -1.38 -3.17
H 0.77 3.03 -2.92
H 0.96 5.48 -2.78
H -0.81 6.80 -1.66
H -2.76 5.67 -0.66
H -2.96 3.22 -0.76
H -5.24 0.62 0.22
H -4.48 0.02 2.75
H -1.48 -1.38 3.23
H -1.87 0.18 3.93
H 2.81 1.04 3.23
H 4.52 -0.07 4.59
H 3.99 -2.18 5.77
H 1.73 -3.16 5.60
H 0.02 -2.07 4.24
H 1.27 1.88 4.78
H 1.05 4.22 5.47
H -0.38 5.77 4.18
H -1.59 4.96 2.18
H -1.35 2.64 1.45
Br 2.71 -2.52 1.02
C 3.32 -0.75 0.74
C 4.69 -0.55 0.74
C 5.16 0.74 0.60
C 4.25 1.78 0.47
C 2.91 1.47 0.44
N 2.43 0.22 0.57
C 1.88 2.55 0.23
O 2.17 3.71 0.24
O 0.68 2.05 0.07
H 5.36 -1.39 0.85
H 6.23 0.93 0.59
H 4.55 2.81 0.36
N 1.22 -0.33 -1.62
C 2.00 -0.22 -2.49
C 2.91 -0.15 -3.49
C 4.10 -0.93 -3.35
N 5.03 -1.58 -3.15
C 2.67 0.77 -4.56
N 2.41 1.54 -5.39
C -2.74 -4.64 0.35
N -1.32 -4.72 0.94
C -0.41 -5.43 -0.10
N -0.47 -4.76 -1.35
C -1.84 -4.68 -1.84
N -2.72 -3.98 -0.90
C -2.41 -2.55 -0.80
P -0.67 -2.26 -0.21
C -0.81 -3.35 1.28
C 0.21 -3.46 -1.34
H -3.36 -4.12 1.07
H -3.08 -5.67 0.24
H -1.34 -5.29 1.79
H -0.79 -6.44 -0.18
H 0.59 -5.43 0.32
H -2.22 -5.69 -1.99
H -1.85 -4.16 -2.80
H -3.09 -2.05 -0.12
H -2.53 -2.09 -1.78
H -1.53 -2.89 1.96
H 0.15 -3.44 1.79
H 1.24 -3.57 -1.03
H 0.22 -3.04 -2.34
*
```

Atomic partial charges in e from the Mulliken method, atoms 1 to 4: W 0.8878; C -1.8516; P 2.2403; C 0.6020



Below is a 2-piece molecular cluster, ClIO2P overall, with properties calculated with ωB97M-V/def2-TZVPD.

Output
**Orbital gap (alpha / beta)**: 3.98 / 3.98 eV
**E_HOMO (alpha / beta)**: -3.8 / -3.8 eV
**Total energy**: -34010.1459 eV
**ΔE to the lowest compared entry with this formula, charge and spin**: 210.2 kJ/mol

Geometry as ORCA input:
```
! RIJCOSX wB97M-V def2-TZVPD def2/J DEFGRID3
* xyz -1 1
O 0.57 1.13 -0.68
O 0.42 -0.68 1.35
P -0.08 0.05 0.13
Cl -0.78 -1.40 -1.13
I -5.10 0.11 0.21
*
```

Atomic partial charges in e from the Mulliken method, atoms 1 to 4: O -0.4658; O -0.4685; P 0.9530; Cl -0.0954



Below is an isolated ion of composition C3H5NO2S and charge -2, with properties calculated with ωB97M-V/def2-TZVPD.

Output
**Orbital gap**: 5.60 eV
**E_HOMO**: 0.6 eV
**Total energy**: -19612.1223 eV
**ΔE to the lowest compared entry with this formula, charge and spin**: 37.7 kJ/mol

Geometry as ORCA input:
```
! RIJCOSX wB97M-V def2-TZVPD def2/J DEFGRID3
* xyz -2 1
O 1.46 -2.03 0.52
C 0.41 -1.54 0.07
O -0.45 -2.10 -0.67
C 0.13 -0.06 0.44
C 0.53 0.92 -0.67
S 0.30 2.69 -0.23
N -1.30 0.05 0.76
H 0.74 0.18 1.32
H -0.08 0.71 -1.56
H 1.58 0.73 -0.93
H -1.54 1.03 0.79
H -1.77 -0.59 0.14
*
```

Atomic partial charges in e from the Mulliken method, atoms 1 to 4: O -0.7375; C 0.3224; O -0.7582; C 0.3881



Below is an isolated ion of composition C5H13N2S and charge +1, with properties calculated with ωB97M-V/def2-TZVPD.

Output
**Orbital gap**: 7.93 eV
**E_HOMO**: -11.5 eV
**Total energy**: -19201.1972 eV
**ΔE to the lowest compared entry with this formula, charge and spin**: 354.4 kJ/mol

Geometry as ORCA input:
```
! RIJCOSX wB97M-V def2-TZVPD def2/J DEFGRID3
* xyz 1 1
C -2.30 -1.21 0.76
C -0.93 1.21 0.25
C 0.38 -0.94 0.58
C 0.36 0.46 0.00
C 1.49 1.25 0.63
N 0.73 -1.89 -0.25
N 0.53 0.45 -1.50
S -2.47 0.23 -0.28
H -2.70 -2.12 0.45
H -2.92 -1.04 1.66
H -1.14 1.24 1.26
H -0.83 2.17 -0.20
H 0.38 -0.84 1.70
H 1.21 1.99 1.38
H 1.99 1.77 -0.15
H 2.20 0.53 1.10
H 0.68 -1.66 -1.25
H 0.96 -2.88 -0.13
H 0.09 1.36 -1.93
H -1.96 -0.29 -1.48
H 1.51 0.36 -1.78
*
```

Atomic partial charges in e from the Mulliken method, atoms 1 to 4: C -0.9596; C -1.4672; C -0.5728; C 1.7370



Below is C10H15F6KNO4S as an isolated structure, with properties calculated with ωB97M-V/def2-TZVPD.

Output
**Orbital gap**: 8.94 eV
**E_HOMO**: -12.8 eV
**Total energy**: -63752.6662 eV
**ΔE to the lowest compared entry with this formula, charge and spin**: 0.0 kJ/mol

Geometry as ORCA input:
```
! RIJCOSX wB97M-V def2-TZVPD def2/J DEFGRID3
* xyz 1 1
C 0.48 3.82 -3.44
C 0.55 2.93 -2.24
O 0.41 3.27 -1.10
O 0.83 1.62 -2.56
C -0.10 0.66 -2.07
C 0.64 -0.62 -1.79
C -0.30 -1.79 -1.53
N -1.27 -1.48 -0.45
C -0.92 -1.99 0.90
C 0.48 -1.56 1.32
C 0.53 -0.06 1.66
C 0.42 0.38 3.11
F -0.46 1.37 3.20
F -0.07 -0.62 3.95
C 1.72 0.93 3.72
F 1.49 1.45 4.91
F 2.22 1.85 2.92
F 2.63 -0.06 3.87
S -2.83 -1.92 -0.82
O -2.87 -2.99 -1.74
O -3.59 -1.89 0.37
F -3.18 -0.64 -1.64
H -0.04 4.73 -3.17
H 1.48 4.05 -3.79
H -0.03 3.31 -4.26
H -0.88 0.50 -2.82
H -0.56 1.05 -1.15
H 1.23 -0.87 -2.67
H 1.35 -0.47 -0.98
H 0.26 -2.69 -1.26
H -0.85 -2.03 -2.44
H -1.63 -1.52 1.59
H -1.07 -3.07 0.99
H 0.73 -2.20 2.16
H 1.23 -1.78 0.57
H 1.46 0.36 1.27
H -0.28 0.44 1.13
K 0.80 -2.45 4.30
*
```

Atomic partial charges in e from the Mulliken method, atoms 1 to 4: C -1.0286; C 0.7777; O -0.5408; O -0.3540



Below is one molecule with the formula C5H11NO2, with properties calculated with ωB97M-V/def2-TZVPD.

Output
**Orbital gap (alpha / beta)**: 6.77 / 6.77 eV
**E_HOMO (alpha / beta)**: -7.5 / -7.5 eV
**Total energy**: -10944.6785 eV
**ΔE to the lowest compared entry with this formula, charge and spin**: 442.7 kJ/mol

Geometry as ORCA input:
```
! RIJCOSX wB97M-V def2-TZVPD def2/J DEFGRID3
* xyz 0 1
C 0.36 -0.66 0.56
C 0.23 1.41 -1.36
C 0.82 -2.10 0.74
C -0.85 -0.50 -0.38
C -0.95 1.02 -0.59
O 1.46 0.07 -0.16
O 0.15 -0.07 1.78
N -1.36 1.65 0.58
H 1.91 0.56 0.54
H -0.49 0.73 1.58
H -1.17 2.65 0.54
H 0.42 0.90 -2.30
H 0.71 2.37 -1.21
H 1.12 -2.53 -0.22
H 1.67 -2.12 1.42
H 0.01 -2.69 1.17
H -1.75 -0.87 0.11
H -1.63 1.22 -1.49
H -0.68 -1.04 -1.31
*
```

Atomic partial charges in e from the Mulliken method, atoms 1 to 4: C 0.8823; C -0.5682; C -1.5353; C -1.0076



Copy entry 3 word for word.
Below is C46H42BrN8O2P3W as an isolated structure, with properties calculated with ωB97M-V/def2-TZVPD.

Output
**Orbital gap (alpha / beta)**: 7.29 / 6.24 eV
**E_HOMO (alpha / beta)**: -12.6 / -12.9 eV
**Total energy**: -164121.6625 eV
**ΔE to the lowest compared entry with this formula, charge and spin**: 43.5 kJ/mol

Geometry as ORCA input:
```
! RIJCOSX wB97M-V def2-TZVPD def2/J DEFGRID3
* xyz 2 3
W 0.08 0.12 -0.02
C -2.94 0.73 -1.66
P -1.21 1.17 -1.95
C -0.94 0.70 -3.67
C -0.97 1.62 -4.71
C -0.86 1.19 -6.03
C -0.71 -0.15 -6.32
C -0.69 -1.09 -5.29
C -0.81 -0.66 -3.97
C -1.12 2.97 -1.86
C -0.01 3.61 -2.42
C 0.10 4.98 -2.35
C -0.89 5.72 -1.71
C -1.99 5.09 -1.15
C -2.10 3.71 -1.22
C -3.10 0.49 -0.20
C -4.23 0.44 0.56
C -3.83 0.11 1.88
C -2.47 -0.03 1.88
C -1.55 -0.32 3.01
P 0.07 0.35 2.53
C 1.30 -0.46 3.58
C 2.58 0.10 3.71
C 3.54 -0.52 4.49
C 3.24 -1.70 5.15
C 1.97 -2.25 5.05
C 1.01 -1.63 4.27
C -0.01 2.09 3.06
C 0.66 2.55 4.19
C 0.52 3.87 4.59
C -0.28 4.74 3.87
C -0.96 4.28 2.75
C -0.83 2.97 2.34
N -1.98 0.21 0.59
H -3.15 -0.16 -2.26
H -3.60 1.51 -2.03
H -1.09 2.68 -4.50
H -0.86 1.92 -6.83
H -0.61 -0.48 -7.34
H -0.59 -2.14 -5.51
H -0.79 -1.38 -3.17
H 0.77 3.03 -2.92
H 0.96 5.48 -2.78
H -0.81 6.80 -1.66
H -2.76 5.67 -0.66
H -2.96 3.22 -0.76
H -5.24 0.62 0.22
H -4.48 0.02 2.75
H -1.48 -1.38 3.23
H -1.87 0.18 3.93
H 2.81 1.04 3.23
H 4.52 -0.07 4.59
H 3.99 -2.18 5.77
H 1.73 -3.16 5.60
H 0.02 -2.07 4.24
H 1.27 1.88 4.78
H 1.05 4.22 5.47
H -0.38 5.77 4.18
H -1.59 4.96 2.18
H -1.35 2.64 1.45
Br 2.71 -2.52 1.02
C 3.32 -0.75 0.74
C 4.69 -0.55 0.74
C 5.16 0.74 0.60
C 4.25 1.78 0.47
C 2.91 1.47 0.44
N 2.43 0.22 0.57
C 1.88 2.55 0.23
O 2.17 3.71 0.24
O 0.68 2.05 0.07
H 5.36 -1.39 0.85
H 6.23 0.93 0.59
H 4.55 2.81 0.36
N 1.22 -0.33 -1.62
C 2.00 -0.22 -2.49
C 2.91 -0.15 -3.49
C 4.10 -0.93 -3.35
N 5.03 -1.58 -3.15
C 2.67 0.77 -4.56
N 2.41 1.54 -5.39
C -2.74 -4.64 0.35
N -1.32 -4.72 0.94
C -0.41 -5.43 -0.10
N -0.47 -4.76 -1.35
C -1.84 -4.68 -1.84
N -2.72 -3.98 -0.90
C -2.41 -2.55 -0.80
P -0.67 -2.26 -0.21
C -0.81 -3.35 1.28
C 0.21 -3.46 -1.34
H -3.36 -4.12 1.07
H -3.08 -5.67 0.24
H -1.34 -5.29 1.79
H -0.79 -6.44 -0.18
H 0.59 -5.43 0.32
H -2.22 -5.69 -1.99
H -1.85 -4.16 -2.80
H -3.09 -2.05 -0.12
H -2.53 -2.09 -1.78
H -1.53 -2.89 1.96
H 0.15 -3.44 1.79
H 1.24 -3.57 -1.03
H 0.22 -3.04 -2.34
*
```

Atomic partial charges in e from the Mulliken method, atoms 1 to 4: W 0.8878; C -1.8516; P 2.2403; C 0.6020



- What is the total energy in the seventh record?
  -63752.6662 eV



- Among the records above, which one has the lowest total energy?
  C46H42BrN8O2P3W



- Number 4 is which compound?
  ClIO2P